No. 1
The following is a DFT calculation (ωB97M-V with the def2-TZVPD basis set) of a 9-piece molecular cluster, C18H54NO9S overall in a non-equilibrium geometry.

Structure (ORCA input):
```
! wB97M-V def2-TZVPD RIJCOSX def2/J DEFGRID3
* xyz -1 1
C 0.52 3.71 2.32
C 0.59 5.10 1.58
O -0.19 5.01 0.40
N 0.54 5.23 -0.79
S 1.62 3.89 -1.12
H 0.36 2.92 1.58
H -0.33 3.75 3.02
H 1.44 3.49 2.88
H 0.18 5.83 2.31
H 1.63 5.40 1.39
H 2.86 4.39 -0.73
C 0.75 -0.35 -1.90
C -0.75 -0.13 -1.86
O -1.16 0.37 -0.59
H 1.05 -1.04 -1.11
H 1.07 -0.74 -2.86
H 1.27 0.59 -1.71
H -1.28 -1.07 -2.03
H -1.06 0.58 -2.64
H -0.70 1.21 -0.45
C -2.32 -2.68 2.00
C -2.52 -3.45 0.71
O -3.14 -2.64 -0.28
H -3.27 -2.32 2.38
H -1.85 -3.31 2.76
H -1.68 -1.81 1.82
H -3.17 -4.31 0.88
H -1.56 -3.82 0.31
H -2.56 -1.88 -0.43
C -2.61 4.88 -3.82
C -2.94 6.02 -2.87
O -3.06 5.55 -1.54
H -3.39 4.11 -3.78
H -2.52 5.24 -4.85
H -1.68 4.40 -3.54
H -3.89 6.48 -3.14
H -2.15 6.78 -2.91
H -2.21 5.14 -1.30
C 1.07 -2.91 3.78
C 1.29 -1.41 3.89
O 1.90 -0.89 2.71
H 2.02 -3.42 3.61
H 0.61 -3.30 4.68
H 0.43 -3.14 2.92
H 1.95 -1.18 4.73
H 0.34 -0.89 4.05
H 1.32 -1.07 1.97
C -0.07 8.17 -6.14
C 0.47 6.89 -5.54
O -0.30 5.76 -5.94
H -1.11 8.32 -5.84
H 0.51 9.04 -5.82
H -0.06 8.12 -7.23
H 0.44 6.93 -4.45
H 1.51 6.73 -5.84
H -0.27 5.71 -6.90
C 5.11 -1.98 -1.47
C 4.64 -0.79 -2.29
O 4.49 0.36 -1.48
H 4.40 -2.19 -0.66
H 5.21 -2.87 -2.09
H 6.07 -1.77 -1.00
H 3.66 -1.00 -2.74
H 5.34 -0.57 -3.10
H 5.35 0.55 -1.09
C -1.56 -7.00 -0.12
C -0.60 -6.78 -1.27
O 0.72 -6.49 -0.80
H -1.59 -6.12 0.52
H -2.56 -7.21 -0.48
H -1.23 -7.84 0.50
H -0.91 -5.93 -1.88
H -0.55 -7.66 -1.92
H 1.01 -7.24 -0.27
C -1.96 -5.13 7.51
C -1.00 -4.91 6.35
O 0.31 -4.64 6.84
H -1.99 -4.25 8.15
H -2.97 -5.33 7.14
H -1.64 -5.97 8.12
H -1.32 -4.05 5.75
H -0.97 -5.79 5.70
H 0.58 -5.39 7.36
*
```

Calculated values
Energy above the lowest of the compared OMol25 structures with the same formula, charge and spin = 6.8 kcal per mole
LUMO level = 1.96 eV


No. 2
The following is a DFT calculation (ωB97M-V with the def2-TZVPD basis set) of an isolated ion of composition C4H11N2 and charge +1 in a non-equilibrium geometry.

Structure (ORCA input):
```
! wB97M-V def2-TZVPD RIJCOSX def2/J DEFGRID3
* xyz 1 1
C -2.27 0.52 -0.32
N -1.13 0.13 0.01
C -0.91 -1.24 0.23
C 0.04 1.05 0.15
N 1.17 0.27 0.59
C 2.17 -0.19 -0.40
H -2.41 1.57 -0.33
H -3.01 -0.29 -0.09
H -0.47 -1.39 1.18
H -1.67 -1.98 0.17
H -0.12 -1.49 -0.51
H 0.26 1.38 -0.84
H -0.28 1.85 0.88
H 1.53 0.74 1.49
H 1.88 -1.29 -0.70
H 2.06 0.32 -1.39
H 3.18 0.06 -0.12
*
```

Calculated values
Energy above the lowest of the compared OMol25 structures with the same formula, charge and spin = 71.5 kcal per mole
SMILES = C=[N+](C)CNC
LUMO level = -4.70 eV


No. 3
The following is a DFT calculation (ωB97M-V with the def2-TZVPD basis set) of a 2-piece molecular cluster, C4H8NPS overall in a non-equilibrium geometry.

Structure (ORCA input):
```
! wB97M-V def2-TZVPD RIJCOSX def2/J DEFGRID3
* xyz 0 1
C -1.23 -1.59 0.10
C -1.41 -0.23 0.75
C -0.48 0.47 1.32
N 0.35 1.04 2.01
H -1.92 -1.54 -0.70
H -1.50 -2.41 0.93
H -0.13 -1.55 -0.20
H -2.43 0.15 0.79
H 0.86 1.87 1.57
P 1.40 -0.55 -1.08
C 0.30 0.89 -1.16
S 0.75 2.42 -0.76
H 1.00 -1.06 -2.35
H 2.54 0.23 -1.56
H -0.69 0.64 -1.48
*
```

Calculated values
Energy above the lowest of the compared OMol25 structures with the same formula, charge and spin = 77.9 kcal per mole
SMILES = CC=C=N.PC=S
LUMO level = -0.53 eV


No. 4
The following is a DFT calculation (ωB97M-V with the def2-TZVPD basis set) of a 3-piece molecular cluster, FH3N2O overall in a non-equilibrium geometry.

Structure (ORCA input):
```
! wB97M-V def2-TZVPD RIJCOSX def2/J DEFGRID3
* xyz 0 1
N -1.16 0.00 1.01
N 0.80 -0.53 0.15
O 0.88 -0.67 -1.04
F 1.03 0.73 -2.00
H -2.03 -0.56 0.49
H -1.08 0.95 0.68
H 1.55 0.09 0.69
*
```

Calculated values
Energy above the lowest of the compared OMol25 structures with the same formula, charge and spin = 128.1 kcal per mole
LUMO level (alpha / beta) = -1.63 / -1.32 eV


No. 5
The following is a DFT calculation (ωB97M-V with the def2-TZVPD basis set) of C33H35BN6O16TeW as an isolated structure in a non-equilibrium geometry.

Structure (ORCA input):
```
! wB97M-V def2-TZVPD RIJCOSX def2/J DEFGRID3
* xyz 2 1
W 0.08 -0.56 0.70
O 1.00 3.08 -0.85
C 0.27 2.36 -0.23
O 0.68 1.30 0.47
C -1.23 2.49 -0.17
C -1.94 3.68 -0.05
C -3.33 3.64 0.08
C -4.02 2.44 0.12
C -3.31 1.25 0.01
C -1.92 1.26 -0.19
O -1.25 0.13 -0.43
N -3.95 -0.02 0.19
O -3.21 -0.94 0.56
O -5.13 -0.12 0.02
N -4.08 4.89 0.25
O -3.43 5.90 0.30
O -5.27 4.79 0.34
H -1.43 4.63 -0.03
H -5.10 2.43 0.26
C -2.01 -4.41 -4.26
N -1.98 -3.71 -3.00
N -0.89 -3.07 -2.50
C -1.16 -2.73 -1.21
O -0.28 -2.13 -0.42
C -2.43 -3.19 -0.90
C -2.93 -3.77 -2.06
C -4.27 -4.34 -2.31
C 0.28 -2.71 -3.23
C 0.19 -2.23 -4.53
C 1.35 -1.83 -5.18
C 2.58 -1.91 -4.55
C 2.66 -2.39 -3.25
C 1.51 -2.78 -2.58
H -1.02 -4.45 -4.70
H -2.69 -3.93 -4.96
H -2.35 -5.44 -4.08
H -2.94 -3.07 0.03
H -4.96 -3.99 -1.55
H -4.24 -5.43 -2.26
H -4.63 -4.07 -3.29
H -0.76 -2.13 -5.02
H 1.27 -1.43 -6.18
H 3.47 -1.62 -5.08
H 3.61 -2.45 -2.76
H 1.58 -3.15 -1.57
O 3.62 0.36 0.89
C 2.85 0.01 0.05
O 1.91 -0.91 0.29
C 2.77 0.58 -1.34
C 1.58 0.38 -2.03
C 1.33 1.06 -3.21
C 2.28 1.92 -3.75
C 3.48 2.07 -3.07
C 3.73 1.43 -1.86
N 4.50 2.98 -3.63
O 4.18 3.59 -4.61
O 5.55 3.02 -3.04
N 0.02 0.87 -3.81
O -0.20 1.38 -4.87
O -0.76 0.18 -3.17
H 0.80 -0.29 -1.65
H 2.09 2.49 -4.65
H 4.66 1.61 -1.34
C 0.58 1.98 4.64
C 0.63 0.55 4.11
C 2.10 0.14 3.96
O 0.06 0.56 2.73
B -0.90 -0.46 2.56
O -0.90 -1.21 3.72
C -0.31 -0.46 4.83
C -1.49 0.21 5.54
C 0.37 -1.43 5.78
H 1.31 2.59 4.11
H 0.84 1.99 5.70
H -0.40 2.42 4.50
H 2.52 0.68 3.11
H 2.26 -0.94 3.81
H 2.66 0.44 4.84
H -2.01 0.89 4.88
H -1.16 0.74 6.43
H -2.20 -0.57 5.84
H 1.15 -2.01 5.30
H -0.36 -2.12 6.17
H 0.80 -0.88 6.61
C 2.32 -4.28 1.48
Te 0.90 -2.81 2.29
C -0.80 -4.15 2.07
H 2.20 -5.22 2.03
H 3.32 -3.90 1.68
H 2.21 -4.47 0.42
H -0.68 -4.72 1.15
H -1.69 -3.53 2.03
H -0.86 -4.82 2.92
*
```

Calculated values
LUMO level = -8.24 eV


No. 6
The following is a DFT calculation (ωB97M-V with the def2-TZVPD basis set) of C43H48AsCoF2NP2Si2 as an isolated structure.

Structure (ORCA input):
```
! wB97M-V def2-TZVPD RIJCOSX def2/J DEFGRID3
* xyz 1 5
Co -0.37 0.91 -0.41
F -0.94 -2.93 -5.02
C -0.63 -2.06 -4.03
C 0.17 -2.48 -2.99
C 0.49 -1.58 -1.98
C -0.08 -0.31 -1.92
C -0.77 0.07 -3.06
F -1.20 1.37 -3.12
C -1.08 -0.75 -4.13
C 1.53 1.19 -0.54
C 2.15 2.36 -1.03
C 3.51 2.55 -0.86
C 4.26 1.57 -0.20
C 3.62 0.40 0.13
N 2.31 0.22 -0.06
H 0.57 -3.49 -3.01
H -1.65 -0.41 -4.98
H 1.56 3.12 -1.51
H 3.97 3.45 -1.21
H 5.31 1.70 -0.01
H 4.15 -0.44 0.56
C -1.19 -0.95 2.23
C 0.08 -0.82 1.87
P -0.41 2.66 0.99
C 0.63 2.70 2.47
C 0.12 2.22 3.68
C 0.91 2.19 4.82
C 2.22 2.64 4.76
C 2.74 3.12 3.56
C 1.95 3.15 2.43
C -0.34 4.29 0.25
C -0.87 4.40 -1.04
C -0.89 5.63 -1.68
C -0.39 6.75 -1.04
C 0.11 6.65 0.25
C 0.13 5.43 0.90
P -2.68 0.51 -0.37
C -3.74 0.81 -1.81
C -4.04 -0.20 -2.72
C -4.85 0.07 -3.81
C -5.36 1.35 -4.01
C -5.06 2.36 -3.11
C -4.26 2.10 -2.01
C -3.87 0.76 0.96
C -3.57 1.46 2.13
C -4.50 1.58 3.15
C -5.75 0.97 3.02
C -6.06 0.27 1.87
C -5.13 0.17 0.84
H -1.66 -0.28 2.93
H -1.81 -1.75 1.84
H 0.56 -1.53 1.21
H 0.72 -0.05 2.29
H -0.90 1.87 3.73
H 0.50 1.83 5.75
H 2.84 2.62 5.65
H 3.76 3.47 3.52
H 2.37 3.51 1.50
H -1.25 3.52 -1.55
H -1.29 5.70 -2.68
H -0.40 7.71 -1.54
H 0.48 7.53 0.76
H 0.50 5.36 1.92
H -3.65 -1.19 -2.57
H -5.10 -0.72 -4.51
H -5.99 1.55 -4.87
H -5.45 3.36 -3.26
H -4.03 2.88 -1.30
H -2.62 1.96 2.22
H -4.26 2.14 4.04
H -6.47 1.05 3.82
H -7.03 -0.20 1.76
H -5.39 -0.37 -0.06
C 3.51 -0.20 -3.48
Si 3.64 -1.89 -2.70
C 5.33 -2.23 -1.96
C 3.23 -3.16 -4.01
As 2.04 -2.00 -0.90
Si 1.88 -4.27 -0.04
C 3.36 -4.28 1.11
C 0.26 -4.35 0.89
C 2.02 -5.62 -1.33
H 3.90 -0.25 -4.50
H 4.08 0.56 -2.94
H 2.47 0.13 -3.53
H 6.10 -2.08 -2.72
H 5.42 -3.26 -1.60
H 5.55 -1.57 -1.13
H 4.07 -3.22 -4.70
H 2.35 -2.85 -4.59
H 3.04 -4.16 -3.63
H 3.30 -3.44 1.80
H 4.29 -4.19 0.55
H 3.41 -5.20 1.69
H 0.17 -3.52 1.58
H 0.22 -5.28 1.46
H -0.59 -4.34 0.21
H 2.93 -5.53 -1.92
H 1.17 -5.66 -2.00
H 2.07 -6.57 -0.80
*
```

Calculated values
Expectation value of S² = 6.07
LUMO level (alpha / beta) = -1.77 / -3.83 eV


No. 7
The following is a DFT calculation (ωB97M-V with the def2-TZVPD basis set) of C20H26FN5O2S as an isolated structure in a non-equilibrium geometry.

Structure (ORCA input):
```
! wB97M-V def2-TZVPD RIJCOSX def2/J DEFGRID3
* xyz 0 1
C 6.84 -0.80 0.16
H 5.95 -1.03 -0.59
H 7.01 -1.66 0.62
H 7.72 -0.44 -0.53
C 6.49 0.63 0.93
C 7.67 0.86 1.98
H 8.57 1.11 1.52
H 7.37 1.71 2.39
H 7.96 0.02 2.46
H 6.18 1.30 0.34
C 5.28 -0.16 1.72
C 4.18 -0.33 0.83
N 3.49 -1.19 0.89
N 2.42 -1.55 0.03
C 2.26 -0.28 -0.67
N 1.31 -0.15 -1.36
C 0.36 -0.86 -2.02
O -0.36 -0.49 -2.83
C 0.39 -2.47 -1.93
H 1.54 -2.81 -1.57
C -0.26 -2.74 -0.62
C -1.73 -2.82 -0.74
O -2.41 -3.68 -1.41
N -2.43 -1.66 -0.32
C -1.90 -0.36 -0.11
H -0.93 -0.42 0.29
C -2.25 1.05 -0.59
N -3.71 0.90 -1.05
C -4.42 1.69 0.05
C -5.83 2.09 -0.35
C -6.63 2.76 0.29
C -6.10 3.37 1.52
C -4.89 2.94 1.98
C -4.01 2.33 1.21
H -3.01 2.04 1.55
H -4.53 3.15 2.85
H -6.79 3.96 2.10
H -7.65 2.91 0.26
F -6.29 1.66 -1.64
C -4.06 -0.35 -1.58
H -5.30 -0.12 -1.65
C -3.78 -1.61 -0.55
H -4.10 -2.31 -1.17
H -4.37 -1.21 0.32
H -3.49 -0.32 -2.63
H -2.02 1.89 -0.21
H -1.85 0.85 -1.57
H -2.51 -0.10 1.27
H 0.00 -2.22 0.16
H -0.03 -3.93 -0.32
H 0.06 -3.01 -2.72
H 1.16 0.85 -1.86
S 3.18 0.96 -0.24
H 5.38 -0.83 2.53
H 4.87 0.87 2.60
*
```

Calculated values
Energy above the lowest of the compared OMol25 structures with the same formula, charge and spin = 474.4 kcal per mole
LUMO level = -0.18 eV


No. 8
The following is a DFT calculation (ωB97M-V with the def2-TZVPD basis set) of C25H28N6O4PdS as an isolated structure in a non-equilibrium geometry.

Structure (ORCA input):
```
! wB97M-V def2-TZVPD RIJCOSX def2/J DEFGRID3
* xyz 0 1
Pd -1.88 0.86 -0.66
C -1.94 2.13 -3.26
C -0.94 3.03 -2.60
C -0.01 3.82 -3.26
C 0.88 4.58 -2.51
C 0.86 4.48 -1.13
C -0.08 3.63 -0.54
N -0.98 2.98 -1.28
C -0.15 3.34 0.91
C 0.57 4.00 1.90
C 0.39 3.60 3.22
C -0.49 2.58 3.52
C -1.18 1.97 2.47
N -0.98 2.34 1.21
C -2.21 0.92 2.61
C -2.56 0.30 3.81
C -3.57 -0.65 3.79
C -4.21 -0.96 2.59
C -3.81 -0.28 1.44
C -4.42 -0.46 0.08
N -2.84 0.62 1.48
H -1.94 2.21 -4.35
H -2.94 2.36 -2.87
H -1.70 1.09 -2.97
H 0.01 3.86 -4.34
H 1.60 5.22 -2.99
H 1.56 5.04 -0.53
H 1.24 4.81 1.66
H 0.95 4.08 4.01
H -0.64 2.28 4.55
H -2.07 0.55 4.73
H -3.85 -1.16 4.70
H -4.99 -1.70 2.56
H -4.69 -1.49 -0.13
H -3.66 -0.08 -0.66
H -5.31 0.16 0.00
C 2.65 -4.72 -3.03
C 3.83 -4.27 -2.21
S 3.33 -2.87 -1.15
O 4.50 -2.30 -0.55
O 2.49 -2.00 -1.94
C 2.30 -3.59 0.20
C 1.94 -2.49 1.19
N 1.27 -1.40 0.53
C 0.09 -1.46 -0.12
N -0.10 -0.42 -0.91
C 0.98 0.38 -0.76
C 1.85 -0.20 0.15
N 3.01 0.36 0.70
O 3.41 1.41 0.21
O 3.53 -0.19 1.66
C -0.93 -2.53 0.05
H 2.97 -5.37 -3.85
H 2.16 -3.85 -3.45
H 1.93 -5.27 -2.42
H 4.62 -3.85 -2.84
H 4.25 -5.04 -1.57
H 2.90 -4.36 0.67
H 1.41 -4.01 -0.27
H 2.85 -2.09 1.64
H 1.30 -2.89 1.99
H 1.11 1.29 -1.31
H -0.77 -3.12 0.94
H -0.97 -3.18 -0.83
H -1.90 -2.02 0.12
*
```

Calculated values
Energy above the lowest of the compared OMol25 structures with the same formula, charge and spin = 13.3 kcal per mole
LUMO level = 0.07 eV